(1)
{"formula": "C2H7N2S", "method": "the ωB97M-V functional and the def2-TZVPD basis", "de_lowest_ev": 0.916, "homo_ev": -2.646, "spin_multiplicity": 1, "energy_ev": -16003.07432, "orbital_gap_ev": 6.7360, "total_charge": -1, "elements": ["C", "S", "H", "H", "H", "N", "C", "N", "H", "H", "H", "H"], "positions_angstrom": [[-2.436321, -0.862568, -0.831712], [-1.211315, 0.393286, -1.246708], [-2.507861, -1.598877, -1.632818], [-2.224231, -1.407221, 0.096416], [-3.423332, -0.411414, -0.651562], [1.412416, 0.889170, 0.402623], [1.856192, 0.294843, 1.530456], [2.018239, -0.974125, 1.742206], [0.541086, 0.599203, -0.117354], [2.012513, 1.448302, -0.177068], [2.512394, 0.951523, 2.135546], [1.765926, -1.446003, 0.872145]], "atomic_forces_ev_per_a": [[-0.395, -0.153, 0.431], [0.066, 0.328, -0.291], [-0.205, -0.068, -0.010], [0.251, 0.007, -0.081], [0.091, -0.097, -0.294], [-1.512, 0.313, -1.076], [3.130, -0.936, -0.552], [-0.582, 0.843, 0.174], [0.416, -0.420, 0.445], [0.187, 0.422, 0.548], [-0.858, -0.088, 0.498], [-0.589, -0.151, 0.208]]}

***

(2)
{"formula": "C4H9O3", "method": "the ωB97M-V functional and the def2-TZVPD basis", "de_lowest_ev": 0.839, "homo_ev": -4.304, "spin_multiplicity": 1, "energy_ev": -10437.62685, "orbital_gap_ev": 8.3189, "total_charge": -1, "elements": ["C", "C", "O", "H", "H", "H", "H", "H", "H", "C", "C", "O", "O", "H", "H", "H"], "positions_angstrom": [[-0.296081, -1.317350, -1.604824], [-1.006360, -2.045508, -0.438158], [0.205190, -0.032364, -1.189399], [0.635884, -1.867372, -1.820187], [-0.880060, -1.033270, -2.483360], [-0.634082, -3.062888, -0.338084], [0.343486, -0.069066, -0.193597], [-2.090119, -2.199171, -0.433999], [-0.635885, -1.572922, 0.472525], [0.953494, 2.318347, 0.718298], [0.212171, 1.437518, 1.743004], [-0.587015, 1.874126, 2.568240], [0.387857, 0.164660, 1.500080], [1.913029, 1.805143, 0.580829], [1.087339, 3.326076, 1.121648], [0.391153, 2.274044, -0.203010]], "atomic_forces_ev_per_a": [[0.908, 1.132, 1.029], [0.444, -0.543, -0.149], [-0.400, -0.339, 0.524], [-0.634, -0.392, -0.635], [-0.123, -0.910, -0.100], [0.241, -0.311, -0.303], [0.055, 0.391, -0.320], [0.056, 0.787, -0.183], [-0.563, 0.207, 0.177], [0.450, -0.296, 1.378], [-0.661, -2.428, -1.187], [0.289, 0.815, 0.370], [0.159, 1.218, 0.277], [-0.081, 0.435, -0.261], [-0.058, 0.013, -0.353], [-0.080, 0.220, -0.263]]}

***

(3)
{"formula": "C34H51N10O3P2PbSe", "method": "the ωB97M-V functional and the def2-TZVPD basis", "de_lowest_ev": 0.000, "homo_ev": -4.337, "spin_multiplicity": 1, "energy_ev": -146308.27428, "orbital_gap_ev": 6.3515, "total_charge": -1, "elements": ["Pb", "N", "C", "C", "N", "H", "H", "H", "H", "H", "H", "H", "H", "C", "C", "C", "C", "N", "C", "C", "C", "C", "C", "C", "C", "H", "H", "H", "H", "H", "H", "H", "H", "C", "N", "C", "P", "O", "O", "P", "O", "N", "C", "C", "N", "C", "C", "N", "C", "C", "H", "H", "H", "H", "H", "H", "H", "H", "H", "H", "H", "H", "H", "H", "H", "H", "H", "H", "H", "H", "H", "H", "H", "H", "C", "N", "C", "C", "C", "C", "C", "N", "C", "C", "C", "C", "C", "C", "H", "H", "H", "H", "H", "H", "H", "H", "H", "H", "H", "Se", "C", "N"], "positions_angstrom": [[0.702266, 0.205620, -0.981315], [2.720940, 0.628143, 2.153780], [2.370511, 1.720124, 3.055351], [0.872288, 1.912654, 3.297277], [0.081792, 2.527450, 2.237828], [2.021035, -0.105502, 2.192030], [2.768632, 0.946822, 1.191717], [2.802426, 2.644442, 2.663198], [2.836108, 1.538179, 4.033586], [0.744277, 2.519294, 4.202301], [0.443527, 0.925263, 3.510794], [0.487919, 3.417905, 1.962925], [0.092233, 1.961448, 1.395201], [-0.859951, -3.582438, -3.482740], [-1.846337, -3.055555, -4.304793], [-2.155972, -1.710982, -4.225236], [-1.482407, -0.898568, -3.307507], [-0.558018, -1.433680, -2.506563], [-0.237081, -2.720381, -2.598827], [-1.697568, 0.570384, -3.183356], [-2.741164, 1.189104, -3.878056], [-2.939586, 2.556255, -3.774951], [-2.090136, 3.312760, -2.976869], [-1.054182, 2.692817, -2.289011], [-0.829848, 1.318236, -2.370561], [-0.575405, -4.624861, -3.525035], [-2.359804, -3.686110, -5.020951], [-2.896009, -1.292371, -4.891028], [0.554196, -3.054714, -1.935561], [-3.419560, 0.613666, -4.496965], [-3.751275, 3.027904, -4.316360], [-2.232126, 4.384549, -2.895283], [-0.398514, 3.304347, -1.675877], [-3.293603, -3.021800, -0.679279], [-4.179772, -1.919301, -0.323920], [-5.483740, -2.373915, 0.120909], [-3.457868, -0.647377, 0.468425], [-2.145774, -0.331276, -0.090806], [-3.501481, -1.095907, 2.023031], [-2.371013, -1.512337, 3.101096], [-1.040186, -1.740642, 2.528055], [-2.948042, -2.875525, 3.834871], [-4.279140, -2.909363, 4.406322], [-2.402383, -4.174377, 3.478482], [-2.619397, -0.332645, 4.227464], [-2.924112, 1.049698, 3.853148], [-1.856955, -0.479029, 5.469574], [-4.472419, 0.646001, 0.515876], [-5.635311, 0.789432, 1.365491], [-4.390844, 1.600844, -0.586731], [-3.708049, -3.560622, -1.533953], [-3.180070, -3.724915, 0.156732], [-2.316859, -2.633497, -0.948215], [-5.939387, -2.978369, -0.665963], [-6.142019, -1.530537, 0.318747], [-5.418658, -2.987353, 1.030957], [-4.623175, -1.896294, 4.605804], [-4.271769, -3.465325, 5.348395], [-4.992455, -3.397094, 3.730277], [-1.436766, -4.047151, 2.995418], [-3.071996, -4.715274, 2.797741], [-2.269063, -4.783766, 4.376744], [-3.482768, 1.073423, 2.921141], [-2.024651, 1.651415, 3.712815], [-3.543545, 1.499277, 4.633960], [-2.516940, -0.714258, 6.309895], [-1.329750, 0.450158, 5.687750], [-1.109063, -1.267658, 5.386417], [-5.589885, 0.092222, 2.199850], [-6.568636, 0.624690, 0.812911], [-5.665847, 1.804590, 1.772255], [-3.449116, 1.480378, -1.117489], [-4.428655, 2.616531, -0.186254], [-5.219877, 1.468821, -1.290671], [2.930459, -3.119136, 0.547330], [2.549318, -2.248218, -0.549322], [3.375393, -2.127895, -1.514968], [3.183317, -1.263177, -2.644958], [3.992922, -1.185532, -3.777511], [3.436509, -0.194549, -4.597645], [2.323585, 0.288674, -3.913734], [2.158496, -0.355945, -2.742728], [2.026343, -4.325467, 0.623605], [0.675145, -4.170907, 0.935382], [-0.160036, -5.276201, 0.986959], [0.336168, -6.549175, 0.727718], [1.677121, -6.709256, 0.418864], [2.513763, -5.600893, 0.367975], [2.841714, -2.551669, 1.478588], [3.975264, -3.448713, 0.459163], [4.326804, -2.680448, -1.511779], [4.872886, -1.782738, -3.967948], [3.797541, 0.146664, -5.555189], [1.643393, 1.077364, -4.202197], [0.294809, -3.175910, 1.149513], [-1.206765, -5.150291, 1.233025], [-0.320567, -7.409404, 0.770389], [2.074486, -7.696200, 0.215302], [3.561957, -5.727649, 0.121541], [2.665925, 2.570425, -1.168036], [2.047478, 3.911824, -0.093474], [1.646854, 4.763249, 0.586068]], "atomic_forces_ev_per_a": [[-0.227, 0.045, 0.052], [-0.002, -0.031, -0.041], [0.011, -0.037, 0.052], [-0.061, 0.027, -0.043], [-0.069, 0.000, 0.016], [-0.002, -0.001, -0.022], [-0.003, 0.044, 0.015], [-0.011, 0.004, 0.018], [0.018, 0.000, -0.014], [-0.002, -0.007, -0.002], [-0.044, -0.009, 0.060], [-0.003, -0.011, 0.027], [0.023, -0.124, 0.089], [-0.032, 0.002, -0.002], [0.016, -0.001, 0.000], [-0.008, -0.003, -0.016], [0.003, 0.002, -0.001], [0.061, -0.072, 0.021], [-0.001, -0.012, 0.021], [-0.038, 0.021, -0.004], [-0.007, -0.024, 0.033], [0.012, 0.030, 0.000], [-0.023, -0.008, -0.023], [0.013, -0.001, 0.041], [0.100, -0.101, -0.166], [0.010, 0.008, -0.004], [-0.003, -0.002, 0.003], [-0.007, 0.009, 0.011], [-0.008, -0.007, 0.025], [0.001, -0.001, 0.002], [-0.001, 0.002, 0.000], [-0.004, 0.004, 0.005], [0.019, 0.000, -0.011], [0.000, -0.023, -0.010], [0.009, 0.059, 0.015], [-0.013, 0.035, -0.006], [-0.043, 0.245, -0.121], [0.047, -0.151, 0.120], [0.032, -0.129, 0.004], [-0.065, 0.081, 0.028], [-0.022, 0.003, 0.043], [0.020, 0.024, 0.002], [0.013, -0.014, 0.008], [0.025, 0.046, 0.050], [0.194, -0.032, -0.101], [-0.068, -0.021, 0.029], [-0.063, 0.031, -0.004], [-0.061, -0.079, -0.056], [0.020, 0.019, 0.016], [-0.024, -0.015, 0.003], [0.001, 0.003, 0.007], [0.033, -0.058, 0.007], [0.043, 0.006, -0.016], [0.001, -0.003, 0.004], [0.000, 0.004, -0.008], [-0.006, -0.003, -0.001], [0.000, 0.002, 0.013], [0.001, -0.009, -0.010], [-0.008, 0.017, -0.004], [-0.052, 0.049, 0.120], [-0.011, 0.001, -0.013], [-0.019, -0.002, 0.004], [0.030, 0.009, 0.044], [0.095, 0.012, -0.014], [0.018, 0.003, 0.007], [0.000, 0.033, 0.008], [0.036, 0.005, -0.018], [-0.024, -0.016, -0.010], [-0.024, -0.012, -0.015], [-0.004, 0.009, 0.004], [0.000, 0.002, 0.004], [0.005, 0.003, -0.004], [0.005, -0.001, 0.004], [0.007, -0.003, -0.003], [-0.021, 0.050, 0.004], [0.004, -0.139, -0.089], [0.024, 0.092, 0.086], [-0.016, 0.030, -0.078], [-0.002, -0.016, -0.021], [-0.010, -0.008, 0.007], [-0.062, -0.013, -0.051], [0.115, 0.041, 0.104], [-0.049, -0.052, 0.017], [0.064, 0.114, 0.013], [0.011, -0.024, -0.081], [-0.005, 0.008, -0.009], [0.005, -0.020, 0.002], [0.009, 0.000, -0.039], [0.036, 0.020, -0.001], [0.010, -0.020, 0.010], [-0.011, -0.017, 0.004], [0.002, -0.001, 0.008], [-0.002, 0.002, -0.004], [0.002, 0.012, 0.016], [-0.068, -0.052, -0.010], [0.021, -0.011, -0.085], [-0.005, -0.006, -0.006], [0.005, -0.001, 0.001], [0.007, -0.001, -0.002], [0.109, 0.098, -0.084], [-0.052, 0.019, 0.028], [0.021, 0.017, -0.011]]}

***

(4)
{"formula": "C5H13NS", "method": "the ωB97M-V functional and the def2-TZVPD basis", "de_lowest_ev": 0.817, "smiles": "C/C=C/N.CCS", "homo_ev": -8.185, "spin_multiplicity": 1, "energy_ev": -17720.43419, "orbital_gap_ev": 9.0712, "elements": ["C", "C", "C", "N", "H", "H", "H", "H", "H", "H", "H", "C", "C", "S", "H", "H", "H", "H", "H", "H"], "positions_angstrom": [[1.602604, -0.541895, -3.217771], [0.846371, 0.313007, -2.243362], [-0.396271, 0.060258, -1.862467], [-1.131700, 0.844919, -0.927785], [0.985098, -1.364214, -3.577032], [1.906904, 0.053680, -4.080841], [2.503683, -0.958808, -2.764495], [1.378818, 1.164505, -1.825654], [-0.945684, -0.792801, -2.241657], [-0.691635, 1.749831, -0.806854], [-2.082253, 0.992057, -1.250178], [0.664226, 1.104413, 2.617898], [0.582234, -0.318280, 2.076419], [-1.119836, -0.831815, 1.684988], [0.070411, 1.197874, 3.527213], [0.269651, 1.811618, 1.886605], [1.699494, 1.370366, 2.847392], [0.981617, -1.022855, 2.805842], [1.195895, -0.418078, 1.179832], [-1.209633, -0.095500, 0.492637]], "atomic_forces_ev_per_a": [[-0.070, 0.123, 0.102], [0.178, -0.296, -0.039], [-0.223, 0.396, 0.019], [0.149, 0.260, -0.985], [0.007, -0.035, 0.007], [0.069, -0.053, -0.014], [0.019, -0.010, -0.043], [-0.105, 0.066, -0.022], [0.045, -0.059, -0.006], [-0.063, 0.011, 0.139], [0.028, -0.007, 0.120], [-0.002, -0.159, -0.006], [0.064, 0.185, -0.064], [0.031, 0.036, -0.258], [0.002, 0.038, -0.011], [0.035, 0.041, 0.036], [-0.026, 0.047, -0.020], [-0.113, -0.047, 0.008], [-0.040, -0.037, -0.017], [0.014, -0.500, 1.054]]}